Density functional theory data (ωB97M-V/def2-TZVPD) for 3 unconnected molecules or ions with the total composition C45H81BF5N5O9S.

Positions of all 147 atoms, in Å:
C 3.0879 1.1893 7.2572
C 2.0530 0.3325 6.3174
O 2.6219 -0.0285 4.9763
C 1.4571 -0.5449 4.2410
C 1.8158 -1.2057 2.7697
O 2.3115 -0.2922 1.7627
C 1.3248 0.3079 0.8811
C -0.2016 0.4372 1.4488
N -1.1989 1.0362 0.4342
C -2.5916 0.8086 1.0576
O 1.2505 -0.2266 -0.4851
C 0.9041 -1.6239 -0.5908
S 2.1235 -2.3781 -1.8574
B -0.6053 -1.9277 -1.2570
O -0.9960 -1.5327 -2.6308
O -1.5682 -2.6073 -0.3547
C 1.9310 1.8620 0.6071
C 2.1497 2.5139 2.0930
C 1.3956 4.0071 2.1268
N -0.1079 3.9224 1.9952
C -0.8066 3.7033 3.3183
C -0.9212 5.0289 4.2758
C -0.6195 5.1353 1.2495
C -1.7503 4.9912 0.0259
O -0.1932 6.4117 1.4600
O 3.0933 1.6334 -0.2030
C 3.6917 2.7880 -0.8883
C 4.7910 3.4005 0.1820
N 4.4228 4.6292 0.9187
C 2.6522 3.8629 -1.5300
C 3.0536 4.5729 -2.9396
C 2.1746 4.1831 -4.3110
C 2.4218 4.8464 -5.7894
C 3.5841 5.9938 -6.0104
C 4.4938 6.3838 -4.6936
C 4.2275 5.6976 -3.1916
C 5.1813 6.2045 -1.9648
C 4.6301 2.0176 -2.0447
F 5.3984 0.9868 -1.2486
F 5.6394 2.8592 -2.6956
C 3.8068 1.2097 -3.1783
F 2.3474 1.1088 -3.0303
F 4.2234 1.7651 -4.5201
F 4.3259 -0.2097 -3.1866
H 3.9139 1.6737 6.5847
H 3.4948 0.4922 8.1110
H 2.4875 2.0572 7.8134
H 1.6944 -0.6398 6.9061
H 1.0706 0.9969 6.2095
H 0.9980 -1.4285 4.8907
H 0.6265 0.2850 4.1964
H 2.7059 -1.9710 2.9980
H 0.9053 -1.8810 2.4837
H -0.7008 -0.6068 1.7461
H -0.3192 1.1116 2.4143
H -1.1176 2.0762 0.4023
H -2.6281 1.5159 2.0083
H -3.4598 1.1767 0.3313
H -2.8128 -0.3149 1.2930
H 1.0067 -2.2922 0.3539
H 1.3788 -2.5930 -3.0598
H -1.8946 -1.0470 -2.5985
H -1.4532 -2.3067 0.5985
H 1.0174 2.4134 0.1301
H 3.2836 2.5657 2.3759
H 1.6242 1.9149 2.9743
H 1.6251 4.4733 3.2016
H 1.8201 4.7528 1.3322
H -0.3350 2.8042 3.9369
H -1.9216 3.3557 3.0804
H -1.2930 4.6444 5.3386
H 0.0861 5.5962 4.4568
H -1.7942 5.6988 3.8591
H -2.2467 3.9315 0.0263
H -1.1155 5.1055 -0.9763
H -2.5064 5.8885 0.0273
H 5.8700 3.5796 -0.2876
H 4.9877 2.5517 1.0013
H 4.1197 4.5149 1.9002
H 3.9592 5.3834 0.3961
H 2.2812 4.7151 -0.7971
H 1.6556 3.2467 -1.7746
H 1.3057 3.3805 -4.1618
H 1.7309 4.5278 -6.6949
H 3.7201 6.4844 -7.0838
H 5.3238 7.2101 -4.8545
H 5.8719 5.3737 -1.5178
H 5.9209 7.0269 -2.4154
H 4.5298 6.7819 -1.1713
C -8.3474 -0.7288 -0.5451
C -7.5643 0.5962 -0.7702
C -8.4652 1.6172 -1.5114
C -8.6541 1.2971 -2.9936
C -7.3101 1.1058 -3.6887
C -6.3940 0.0717 -2.9818
N -6.2832 0.3106 -1.5034
O -5.4342 1.4162 -1.3163
C -6.9199 -1.3643 -3.2456
C -5.0035 0.0772 -3.6985
C -7.3208 1.1208 0.6836
H -7.6691 -1.5642 -0.3406
H -9.0216 -0.6553 0.3163
H -8.9923 -0.9958 -1.3831
H -8.0354 2.6241 -1.4309
H -9.4520 1.6706 -1.0331
H -9.2763 0.4060 -3.1177
H -9.1984 2.1185 -3.4769
H -7.4879 0.8026 -4.7297
H -6.8055 2.0784 -3.7393
H -6.3470 -2.1054 -2.6751
H -6.8193 -1.6299 -4.3065
H -7.9760 -1.4981 -3.0214
H -4.5315 1.0659 -3.7029
H -5.1033 -0.2159 -4.7505
H -4.3129 -0.6314 -3.2250
H -6.6853 0.4314 1.2518
H -8.2675 1.2256 1.2298
H -6.8550 2.1126 0.7024
C 0.6058 -8.5049 -0.3639
C 1.1795 -7.1003 -0.0213
C 2.1432 -6.6401 -1.1450
C 3.4888 -7.3641 -1.1258
C 4.1346 -7.2841 0.2536
C 3.2009 -7.7599 1.3981
N 1.8366 -7.1361 1.3305
O 1.9566 -5.8077 1.7769
C 3.0754 -9.3064 1.3662
C 3.9192 -7.4907 2.7614
C -0.0849 -6.1791 -0.0508
H 0.2045 -9.0009 0.5265
H -0.2192 -8.4373 -1.0827
H 1.3348 -9.1646 -0.8360
H 2.3332 -5.5624 -1.0580
H 1.6775 -6.7865 -2.1285
H 3.3673 -8.4082 -1.4285
H 4.1582 -6.9080 -1.8664
H 5.0586 -7.8785 0.2488
H 4.4437 -6.2467 0.4309
H 2.3431 -9.6581 2.1030
H 4.0333 -9.7827 1.6148
H 2.8055 -9.7096 0.3926
H 4.1873 -6.4373 2.8998
H 4.8579 -8.0537 2.8282
H 3.2911 -7.7994 3.6060
H -0.8005 -6.4642 0.7293
H -0.6022 -6.2487 -1.0168
H 0.1615 -5.1192 0.0792

As for the spin multiplicity: 3. The expectation value of S² is 2.01. Its charge is 0. As for the LUMO energy (spin up / spin down): 0.15 / -0.65 eV. As for the energy relative to the best compared isomer or geometry (same formula, charge and spin): 261.3 kcal/mol.

Mulliken atomic charge list, values in e, 8 entries: C -0.92; C -0.07; O -0.36; C -0.31; C -0.15; O -0.50; C 0.30; C -0.35

---

Density functional theory data (ωB97M-V/def2-TZVPD) for a molecular structure, C45H82Cl32N5O2PS2.

Positions of all 169 atoms, in Å:
C -0.2095 2.1756 4.7156
C -0.1675 2.0952 3.0732
C 1.3457 2.4668 2.4652
C 1.0690 3.3103 1.0752
N 0.2969 2.3895 0.1520
C -0.4503 3.2503 -0.8497
C -2.0262 3.5389 -0.4129
C -2.9680 3.2204 -1.7186
C -4.5744 3.0649 -1.3751
C -4.8799 1.8002 -0.3238
C -4.7104 0.2554 -0.8444
P -4.1947 -0.2458 -2.6307
N -2.5704 -0.3921 -2.8112
C -4.9897 -0.9310 0.3016
C -5.4197 -0.5534 1.8386
C -5.6463 -1.7567 2.9496
C -6.3707 -3.1012 2.3539
C -5.4360 -4.4267 2.7325
C -4.5544 -4.8654 1.4025
C -5.5866 -5.6941 0.4190
C -5.7786 -4.9805 -1.0466
O -4.6753 -5.4468 -1.9064
C -4.0453 -4.3313 -2.6298
C -5.6240 1.0273 2.3422
N -6.0406 1.2160 3.7738
C -6.2073 2.6911 4.0104
O -6.6488 3.0939 5.3873
C -5.9439 3.9005 2.9543
N -6.1533 5.3517 3.3733
C -7.5751 5.6672 2.8741
C -7.6351 6.0657 1.2824
N -5.4798 3.6442 1.5490
C -5.3413 2.1821 1.2319
C 1.1772 1.3547 -0.5134
S 0.3992 0.0332 -1.3219
S 3.0576 1.3520 -0.5521
C 3.7462 -0.1773 0.3306
C 5.2306 -0.6281 -0.2898
C 5.5812 -2.2090 0.0592
H 0.7519 2.7000 5.1450
H -0.2550 1.0469 5.1009
H -1.1674 2.7939 5.0018
H -0.4966 1.0493 2.6327
H -0.9249 2.8963 2.6152
H 1.8687 1.4221 2.2731
H 1.9543 3.0606 3.2721
H 2.0222 3.7986 0.6036
H 0.3434 4.2095 1.3711
H -0.4642 2.7437 -1.9050
H 0.1009 4.2844 -0.8911
H -2.3457 2.9870 0.5726
H -2.1085 4.7140 -0.2255
H -2.6168 2.2223 -2.2543
H -2.8395 4.1442 -2.4570
H -5.0994 2.7729 -2.4067
H -5.0861 4.0683 -1.0378
H -4.7453 0.7769 -3.5240
H -4.8385 -1.5390 -2.8782
H -2.3613 -1.3866 -3.0932
H -4.8662 -2.0445 -0.0385
H -6.2436 -1.4271 3.9010
H -4.5632 -2.0723 3.3235
H -6.6664 -3.0490 1.2229
H -7.3810 -3.2600 2.9674
H -6.1122 -5.3551 3.0064
H -4.6854 -4.2308 3.6104
H -3.6193 -5.5356 1.6539
H -4.1424 -3.8651 0.9344
H -6.6511 -5.8215 0.9028
H -5.1214 -6.7673 0.2555
H -6.8195 -5.3155 -1.5149
H -5.7956 -3.8098 -1.0085
H -4.7703 -3.9706 -3.4763
H -3.7739 -3.4069 -1.9579
H -3.0193 -4.6836 -3.1220
H -7.2853 3.8633 5.3048
H -6.0897 5.4638 4.4132
H -8.0807 6.4405 3.5957
H -8.1630 4.6343 2.9797
H -8.2593 7.0360 1.0464
H -6.5603 6.2148 0.7857
H -8.1352 5.1779 0.6657
H 3.8859 -0.0195 1.4910
H 2.9616 -1.0460 0.1000
H 5.2235 -0.4216 -1.4652
H 6.0833 0.0391 0.1588
H 5.7626 -2.3131 1.2317
H 4.7185 -2.9381 -0.2717
H 6.5875 -2.5658 -0.4442
C 5.3054 4.2638 -2.2205
Cl 4.1333 5.4673 -1.6704
Cl 6.9525 4.7335 -1.7827
H 5.0739 3.3027 -1.7549
H 5.2384 4.1728 -3.3075
C 6.8392 8.2980 -0.1703
Cl 6.1254 9.8809 0.1610
Cl 7.5722 7.6134 1.2855
H 6.0575 7.6225 -0.5264
H 7.6091 8.4084 -0.9379
C -11.1497 7.5362 4.5461
Cl -9.9632 6.5459 5.4043
Cl -12.4650 6.5424 3.9075
H -11.5645 8.2737 5.2376
H -10.6541 8.0462 3.7164
C 0.8112 0.2161 7.9795
Cl 2.2208 0.4062 6.9300
Cl -0.2770 1.6025 7.8405
H 0.2722 -0.6895 7.6910
H 1.1479 0.1308 9.0156
C 3.2485 -3.7708 -2.8772
Cl 3.7614 -5.0121 -1.7278
Cl 2.5549 -2.3766 -2.0404
H 4.1147 -3.4430 -3.4571
H 2.4956 -4.1948 -3.5463
C -8.5416 2.1841 -1.8646
Cl -9.1370 1.3166 -3.2850
Cl -6.9137 1.6498 -1.4290
H -8.5178 3.2541 -2.0852
H -9.2146 1.9955 -1.0245
C -4.5515 0.2838 -6.7339
Cl -4.0386 -0.9575 -5.5845
Cl -5.2451 1.6780 -5.8970
H -3.6853 0.6116 -7.3137
H -5.3044 -0.1402 -7.4030
C 6.9594 -4.0981 -5.0587
Cl 6.8780 -5.4484 -3.9207
Cl 5.3660 -3.3708 -5.2980
H 7.6406 -3.3405 -4.6638
H 7.3312 -4.4640 -6.0190
C 8.8816 -2.0453 2.0699
Cl 9.9583 -3.0211 1.0633
Cl 8.5248 -0.4937 1.3015
H 7.9467 -2.5899 2.2228
H 9.3638 -1.8625 3.0334
C 12.1997 -4.7417 3.6179
Cl 11.0276 -3.5382 4.1680
Cl 13.8469 -4.2720 4.0556
H 11.9682 -5.7027 4.0834
H 12.1328 -4.8326 2.5309
C 3.7584 -8.8040 -2.3135
Cl 3.1630 -9.6715 -3.7339
Cl 5.3863 -9.3383 -1.8779
H 3.7822 -7.7340 -2.5340
H 3.0854 -8.9926 -1.4734
C 6.2336 0.4253 -6.3900
Cl 5.5198 2.0082 -6.0588
Cl 6.9665 -0.2593 -4.9342
H 5.4519 -0.2502 -6.7461
H 7.0035 0.5357 -7.1577
C 5.3485 3.8490 1.2321
Cl 5.8614 2.6078 2.3815
Cl 4.6549 5.2433 2.0689
H 6.2147 4.1768 0.6522
H 4.5956 3.4251 0.5630
C -2.9018 -8.4854 -2.7241
Cl -2.4736 -8.7649 -1.0319
Cl -1.4866 -8.6395 -3.7722
H -3.6512 -9.2205 -3.0277
H -3.3116 -7.4774 -2.8256
C 5.7982 5.7071 -7.8429
Cl 6.2264 5.4275 -6.1508
Cl 7.2134 5.5529 -8.8911
H 5.0488 4.9720 -8.1465
H 5.3884 6.7150 -7.9444
C 11.3163 -8.8869 3.8261
Cl 12.6369 -7.7846 4.2331
Cl 10.2494 -8.1789 2.6071
H 11.7365 -9.8165 3.4344
H 10.7362 -9.0957 4.7284

Its charge is 0. As for the LUMO energy: -1.20 eV.

Mulliken atomic charge list, values in e, 8 entries: C -0.72; C 0.02; C -0.12; C -0.93; N 0.68; C -0.87; C 0.17; C -0.63

---

Density functional theory data (ωB97M-V/def2-TZVPD) for a molecular structure, C45H83BeN5O17.

Positions of all 151 atoms, in Å:
Be 0.4883 -2.0507 -2.5587
C -0.4316 -5.4858 -3.4123
C -0.2672 -6.9997 -3.4829
C 1.1144 -7.6236 -3.1900
O 1.2151 -8.8232 -3.1950
C 2.1123 -6.7370 -2.6316
C 1.9397 -5.3445 -2.6400
C 0.6142 -4.7267 -3.1333
O 0.4889 -3.4163 -3.2008
O 2.7187 -4.5079 -2.1157
O -1.1070 -7.7380 -3.9749
H -1.4767 -5.1152 -3.5171
H 3.0969 -7.0607 -2.3235
C -0.2719 1.3972 -3.4719
C -0.9947 2.3070 -2.6808
C -1.6873 1.8486 -1.3088
O -2.3694 2.6676 -0.7233
C -1.5664 0.5173 -0.9119
C -0.7838 -0.3481 -1.6317
C -0.1878 0.0654 -3.0207
O 0.4519 -0.8639 -3.6019
O -0.4843 -1.5535 -1.4278
O -1.0066 3.5439 -2.8348
H 0.1380 1.5868 -4.4477
H -2.1456 0.2902 -0.0607
C -1.5039 -0.3911 6.7131
C -0.9033 0.1755 5.4239
C 0.6224 0.0282 5.3231
C 1.0820 -1.3933 5.1390
C 0.3719 -1.8941 3.8679
C -1.1921 -1.8351 3.8949
N -1.5728 -0.4626 4.2557
O -2.9945 -0.3939 4.3431
C -1.7405 -2.0430 2.4454
C -1.7191 -3.0023 4.7399
C -1.1763 1.7114 5.3282
H -1.1471 -1.3997 6.9421
H -2.5769 -0.4561 6.6359
H -1.1521 0.3737 7.4295
H 0.9387 0.6065 4.4365
H 1.0632 0.5827 6.1396
H 0.9383 -1.9426 6.0996
H 2.1504 -1.4040 4.9328
H 0.6243 -2.9368 3.5472
H 0.6649 -1.1469 3.0542
H -2.8167 -2.1240 2.4869
H -1.4841 -1.1454 1.8975
H -1.3081 -3.0009 1.9972
H -1.2974 -3.9667 4.4564
H -1.5253 -2.8439 5.7561
H -2.8526 -3.0261 4.8332
H -2.2212 1.9034 5.4692
H -0.9454 1.9307 4.2753
H -0.6521 2.2870 6.0757
H -3.1575 0.0402 3.5308
C -4.0798 8.9815 3.1546
O -2.9756 8.2153 3.4791
C -2.6637 8.2841 4.8740
C -1.5057 7.2911 5.1721
N -0.2789 7.8308 4.5534
C 0.6820 6.8293 4.1758
C 1.5038 7.3615 2.9828
O 0.5729 7.8850 1.9828
C 0.0159 6.9559 1.1115
H -4.2487 8.9061 2.0830
H -3.9454 10.0022 3.4164
H -4.9808 8.7083 3.7193
H -3.4677 8.0653 5.6162
H -2.2202 9.3061 5.0160
H -1.7434 6.2638 4.8480
H -1.4244 7.2396 6.2705
H -0.5287 8.3519 3.7389
H 0.1674 5.8582 3.8194
H 1.2469 6.2672 4.9259
H 2.2837 6.6355 2.5772
H 2.0347 8.2698 3.2887
H 0.5379 6.0300 1.0137
H -0.0917 7.4334 0.2029
H -0.9553 6.6830 1.4724
C -4.8128 0.8804 -1.0834
O -5.3033 2.1257 -0.5663
C -5.8037 2.0972 0.7183
C -4.7163 2.0270 1.8007
N -3.7389 3.0194 1.5195
C -2.4562 2.8450 2.1738
C -1.4789 3.9843 1.9258
O -0.2090 3.7211 2.5196
C 0.4921 2.5932 2.0419
H -4.2404 0.2908 -0.3077
H -4.1566 1.1356 -1.9440
H -5.6585 0.3313 -1.5969
H -6.5774 1.2434 0.7907
H -6.4209 3.0124 0.9751
H -4.2865 0.9837 1.7377
H -5.2105 2.1716 2.6987
H -3.5348 3.0793 0.5332
H -2.0720 1.8495 2.0171
H -2.7543 2.8405 3.2467
H -1.9086 4.9123 2.3403
H -1.4683 4.1009 0.8325
H 1.5174 2.6088 2.3799
H 0.5506 2.6330 0.9911
H 0.1050 1.6142 2.3285
C 3.1421 1.1724 -4.4547
O 4.0415 0.1879 -3.9786
C 3.3257 -0.8517 -3.3741
C 2.8784 -0.5711 -1.9241
N 2.2110 -1.8421 -1.4723
C 2.1727 -2.0877 -0.0486
C 3.4544 -2.0529 0.7232
O 3.5162 -0.7392 1.2530
C 4.7829 -0.3236 1.7460
H 2.5430 0.7307 -5.2306
H 3.6554 2.0183 -4.9075
H 2.5278 1.5751 -3.6121
H 4.0068 -1.7712 -3.2571
H 2.4202 -1.0693 -4.0080
H 2.0992 0.2308 -1.8393
H 3.6897 -0.2089 -1.3085
H 2.6818 -2.5714 -1.9795
H 1.6779 -3.0636 0.1396
H 1.4689 -1.4053 0.4536
H 4.3169 -2.2473 0.1001
H 3.5820 -2.7160 1.5842
H 4.7651 0.7098 1.9890
H 5.5197 -0.5887 0.9687
H 5.1185 -0.9181 2.6036
C -1.7418 -5.1127 -7.3920
O -0.3403 -5.0698 -7.6781
C 0.3410 -3.9872 -6.9664
C 1.6471 -4.4998 -6.3000
N 2.7943 -4.3591 -7.1464
C 3.9871 -4.4151 -6.2034
C 4.2807 -5.8556 -5.8116
O 4.1517 -6.7125 -6.9639
C 4.0241 -8.0437 -6.5379
H -2.2820 -4.2080 -7.7054
H -1.8405 -5.1114 -6.3026
H -2.0740 -6.0126 -7.9247
H -0.3607 -3.6495 -6.2108
H 0.5275 -3.1821 -7.7166
H 1.3944 -5.5792 -6.0792
H 1.8200 -3.9388 -5.3453
H 2.7427 -5.1607 -7.7878
H 3.7477 -3.8334 -5.2773
H 4.8947 -4.0533 -6.6509
H 3.5578 -6.1572 -5.0134
H 5.2950 -5.9405 -5.4311
H 3.2243 -8.0407 -5.7729
H 4.8889 -8.4755 -6.0365
H 3.8150 -8.6141 -7.4510

Its charge is -2. As for the LUMO energy: 3.40 eV.

Mulliken atomic charge list, values in e, 8 entries: Be -1.35; C -0.02; C 0.20; C 0.54; O -0.72; C -1.03; C 0.94; C -0.46

---

Max |F| values (in eV/A) by entry order: 8.45; 7.58; 3.81.